Below is C22H37N3O3 in the gas phase, with properties calculated with wB97M-V/def2-TZVPD.

Last columns: bonded neighbours and bond lengths (Å).
Cartesian coordinates (Å):
1 C -2.22 1.26 4.45  C2 1.526, H29 1.090, H30 1.091, H31 1.090
2 C -2.76 0.50 3.24  C1 1.526, C3 1.542, H32 1.090, H33 1.093
3 C -3.12 1.40 2.03  C2 1.542, C4 1.543, C6 1.551, C8 1.544
4 C -4.14 2.48 2.46  C3 1.543, C5 1.525, H34 1.093, H35 1.090
5 C -5.39 1.99 3.18  C4 1.525, H36 1.091, H37 1.088, H38 1.092
6 C -1.86 2.11 1.48  C3 1.551, C7 1.526, H39 1.092, H40 1.093
7 C -1.96 2.55 0.02  C6 1.526, H41 1.090, H42 1.093, H43 1.090
8 C -3.78 0.57 0.91  C3 1.544, O9 1.221, N10 1.370
9 O -4.84 0.92 0.41  C8 1.221
10 N -3.21 -0.59 0.46  C8 1.370, C11 1.488, C28 1.486
11 C -3.93 -1.29 -0.64  N10 1.488, C12 1.509, H44 1.087, H45 1.092
12 C -2.98 -2.45 -0.82  C11 1.509, O13 1.421, C27 1.498, H46 1.101
13 O -2.83 -3.21 -2.02  C12 1.421, N14 1.418
14 N -1.49 -3.68 -1.95  O13 1.418, C15 1.280
15 C -0.82 -2.96 -1.14  N14 1.280, C16 1.490, C27 1.499
16 C 0.63 -3.21 -0.91  C15 1.490, N17 1.457, H47 1.091, H48 1.092
17 N 1.40 -2.06 -1.38  C16 1.457, C18 1.371, H49 1.008
18 C 2.76 -2.08 -1.26  N17 1.371, O19 1.215, C20 1.519
19 O 3.32 -2.92 -0.59  C18 1.215
20 C 3.50 -0.94 -1.94  C18 1.519, C21 1.539, C26 1.529, H50 1.097
21 C 3.89 0.08 -0.85  C20 1.539, C22 1.530, H51 1.094, H52 1.093
22 C 4.36 1.41 -1.42  C21 1.530, C23 1.531, H53 1.095, H54 1.092
23 C 5.86 1.50 -1.73  C22 1.531, C24 1.531, H55 1.094, H56 1.093
24 C 6.48 0.24 -2.34  C23 1.531, C25 1.531, H57 1.092, H58 1.094
25 C 5.61 -0.48 -3.37  C24 1.531, C26 1.529, H59 1.096, H60 1.092
26 C 4.66 -1.51 -2.75  C20 1.529, C25 1.529, H61 1.093, H62 1.094
27 C -1.64 -1.79 -0.67  C12 1.498, C15 1.499, C28 1.513, H63 1.101
28 C -1.82 -1.09 0.65  N10 1.486, C27 1.513, H64 1.084, H65 1.093
29 H -1.94 0.56 5.23  C1 1.090
30 H -1.34 1.85 4.19  C1 1.091
31 H -2.97 1.94 4.87  C1 1.090
32 H -2.01 -0.23 2.94  C2 1.090
33 H -3.64 -0.07 3.53  C2 1.093
34 H -3.61 3.19 3.11  C4 1.093
35 H -4.43 3.04 1.57  C4 1.090
36 H -6.06 2.83 3.37  C5 1.091
37 H -5.93 1.26 2.58  C5 1.088
38 H -5.15 1.54 4.14  C5 1.092
39 H -1.69 3.00 2.10  C6 1.092
40 H -0.98 1.49 1.63  C6 1.093
41 H -1.10 3.15 -0.26  C7 1.090
42 H -1.99 1.69 -0.65  C7 1.093
43 H -2.86 3.13 -0.16  C7 1.090
44 H -4.93 -1.56 -0.32  C11 1.087
45 H -4.00 -0.66 -1.52  C11 1.092
46 H -3.12 -3.17 0.00  C12 1.101
47 H 0.83 -3.34 0.16  C16 1.091
48 H 0.93 -4.13 -1.41  C16 1.092
49 H 1.02 -1.55 -2.16  N17 1.008
50 H 2.81 -0.43 -2.62  C20 1.097
51 H 3.01 0.25 -0.22  C21 1.094
52 H 4.64 -0.37 -0.20  C21 1.093
53 H 3.79 1.63 -2.33  C22 1.095
54 H 4.11 2.22 -0.72  C22 1.092
55 H 6.02 2.35 -2.40  C23 1.094
56 H 6.40 1.74 -0.81  C23 1.093
57 H 7.43 0.53 -2.80  C24 1.092
58 H 6.73 -0.47 -1.55  C24 1.094
59 H 5.05 0.24 -3.97  C25 1.096
60 H 6.25 -1.02 -4.07  C25 1.092
61 H 5.24 -2.17 -2.09  C26 1.093
62 H 4.25 -2.15 -3.53  C26 1.094
63 H -1.56 -1.02 -1.45  C27 1.101
64 H -1.13 -0.27 0.81  C28 1.084
65 H -1.76 -1.79 1.49  C28 1.093

The calculation puts the total energy at -34026.5525 eV. The value obtained for the gap between HOMO and LUMO is 9.9 eV. The structure (SMILES) is CCC(CC)(CC)C(=O)N1C[C@H]2ON=C(CNC(=O)C3CCCCCC3)[C@@H]2C1. The relative energy (zero: lowest compared OMol25 entry of this formula, charge and spin) comes out at 48.05 kcal per mole.